A) The following is a quantum chemistry calculation of the molecule C2H6N2O, from the Open Molecules 2025 dataset.

Geometry (Å):
O 1.27702 0.23436 -0.78785
N 3.16286 0.23644 0.44263
N 2.04487 -0.23280 0.36931
C -0.12778 -0.14689 -0.71713
C -0.79271 0.44333 0.65707
H -1.16354 -0.40476 1.22385
H 3.58583 -0.05705 1.34668
H -1.48214 1.28214 0.53967
H -0.55346 0.44527 -1.56060
H 0.07341 0.63409 1.25264
H -0.39983 -1.23410 -0.86174

Results
Structure (SMILES) ... [H]/N=N/OCC
HOMO-LUMO gap ... 0.4002 hartree
Charge ... 0
2S+1 ... 1
Highest occupied orbital energy ... -9.8 eV
LUMO level ... 1.1 eV
Molecular weight ... 74.08 g/mol

Just the Löwdin charges please, in e? Sure, here they are: O -0.18; N 0.07; N -0.07; C -0.21; C -0.07; H 0.05; H 0.08; H 0.07; H 0.11; H 0.02; H 0.11



B) The following is a quantum chemistry calculation of a 2-piece molecular cluster, C2H6N2O overall, from the Open Molecules 2025 dataset.

Geometry (Å):
O -0.52252 -0.13244 -1.34550
N -0.17840 -0.02298 0.96802
N 0.99179 1.35925 -0.48375
C 0.13333 0.32417 -0.39099
C -0.60847 -1.41095 1.06791
H -1.67354 -1.48259 1.60538
H -0.82136 -1.69232 -0.04938
H 1.20944 1.80686 -1.42498
H 1.13077 -0.19134 1.47454
H 0.23557 -2.10442 1.37145
H 1.25635 1.89017 0.33554

Results
HOMO-LUMO gap ... 0.3830 hartree
Charge ... 0
2S+1 ... 1
Highest occupied orbital energy ... -10.1 eV
LUMO level ... 0.3 eV
Molecular weight ... 74.08 g/mol

Just the Löwdin charges please, in e? Sure, here they are: O 0.01; N -0.05; N 0.12; C -0.66; C -0.19; H 0.11; H 0.09; H 0.15; H 0.26; H 0.08; H 0.09



Stability ranking, top entry: B); the second entry is 0.0497 hartree less favorable.



A) The following is a quantum chemistry calculation of the molecule C18H19NO4, from the Open Molecules 2025 dataset.

Geometry (Å):
O -0.77311 1.02562 1.15425
O 1.12936 -0.92519 4.82347
O 1.41827 0.54588 0.98436
O 1.49036 -1.56830 -0.80096
N 0.13640 -0.44215 -2.18777
C 1.39261 -0.65444 3.53599
C -0.21893 -0.89346 -4.48203
C -1.69115 1.23338 -4.78035
C -0.68229 0.58134 -2.68680
C -0.98154 -2.56143 -2.72095
C -0.53600 -0.47200 6.55166
C -2.12223 2.47107 -2.76403
C 0.38978 0.13576 3.01928
C 0.24931 0.61296 1.65108
C 0.97571 -0.51666 -1.13103
C -0.54011 0.34242 4.08424
C -0.03976 -0.31666 5.15970
C -1.32917 1.60691 -2.01974
C -0.90600 0.36925 -4.05162
C -2.28621 2.30625 -4.12792
C 1.36699 0.78024 -0.41239
C 0.09628 -1.56598 -3.13656
C 2.61013 -1.23505 2.92135
H 0.20202 -0.10131 7.26182
H -1.46018 0.08416 6.67289
H 2.39517 1.01222 -0.70663
H 3.39710 -0.48426 2.85564
H -1.44330 0.91242 4.02427
H 0.71302 1.61970 -0.64505
H -1.00748 -3.39793 -3.41452
H -0.85495 -1.51855 -5.10715
H 2.39419 -1.57569 1.91092
H 2.96400 -2.06435 3.52875
H -1.95526 -2.07571 -2.71033
H -2.90550 2.99427 -4.68317
H -1.28058 1.71297 -0.94802
H -0.76435 -2.93940 -1.72537
H 1.07206 -2.05863 -3.12081
H -2.63117 3.27756 -2.25815
H 0.69309 -0.66648 -5.04030
H -0.71871 -1.52239 6.77525
H -1.85388 1.06960 -5.83519

Results
Structure (SMILES) ... Cc1cc(C(=O)OCC(=O)N2c3ccccc3C[C@@H]2C)c(C)o1
HOMO-LUMO gap ... 0.3368 hartree
Charge ... 0
2S+1 ... 1
Highest occupied orbital energy ... -8.3 eV
LUMO level ... 0.8 eV
Molecular weight ... 313.35 g/mol

Just the Löwdin charges please, in e? Sure, here they are: O 0.12; O 0.10; O 0.01; O 0.09; N 0.06; C -0.23; C -0.06; C -0.03; C -0.15; C -0.03; C -0.01; C -0.08; C -0.07; C -0.42; C -0.39; C 0.05; C -0.31; C 0.00; C -0.16; C -0.09; C -0.05; C -0.29; C 0.02; H 0.08; H 0.08; H 0.15; H 0.09; H 0.12; H 0.11; H 0.08; H 0.12; H 0.08; H 0.09; H 0.09; H 0.10; H 0.09; H 0.08; H 0.15; H 0.10; H 0.12; H 0.08; H 0.11



B) The following is a quantum chemistry calculation of the molecule C18H19NO4, from the Open Molecules 2025 dataset.

Geometry (Å):
O -2.34291 -2.46847 0.59272
O 2.35718 0.24537 -1.55354
O -2.17423 1.83822 -1.34362
O 3.79960 -1.71109 0.01923
N -0.15352 0.77906 -0.89235
C 0.41419 -0.30455 -0.39729
C -0.31388 -1.40575 0.09447
C 2.58887 -1.58776 0.05764
C 3.68385 0.71359 -1.66972
C 0.53111 2.44149 1.41831
C 0.01459 3.83096 1.19018
C -3.47875 1.52740 -1.17146
C 1.72851 -2.66367 0.52364
C 1.91742 -0.25609 -0.30756
C 0.38942 -2.57376 0.54810
C -0.30868 1.63188 2.36206
C -1.72584 -1.37765 0.09650
C -3.75018 -2.52528 0.61590
C 2.25665 0.66489 0.92368
C -2.33565 -0.22305 -0.40897
C 1.63872 2.01705 0.81823
C -3.65190 0.30661 -0.61520
C -1.46848 0.79328 -0.89016
H -4.16800 -1.74221 1.25411
H 3.82210 0.88962 -2.73572
H 1.92448 0.13791 1.81944
H -4.19344 2.26299 -1.48548
H -0.20255 4.32072 2.13891
H 2.23624 -3.56803 0.82661
H -4.16702 -2.44828 -0.39155
H -0.21295 -3.40257 0.89056
H -4.59796 -0.13928 -0.38912
H 2.13998 2.69255 0.13972
H 4.41304 -0.02334 -1.32824
H -1.36064 1.73591 2.09746
H -3.99582 -3.50035 1.03464
H -0.91051 3.78717 0.61542
H 3.83189 1.65662 -1.13326
H -0.18668 2.00266 3.38067
H -0.05621 0.57598 2.34514
H 3.34486 0.74370 0.96512
H 0.72991 4.43203 0.63667

Results
Structure (SMILES) ... COc1c2c(nc3occc13)[C@](CC=C(C)C)(OC)C(=O)C=C2
HOMO-LUMO gap ... 0.3003 hartree
Charge ... 0
2S+1 ... 1
Highest occupied orbital energy ... -8.3 eV
LUMO level ... -0.1 eV
Molecular weight ... 313.35 g/mol

Just the Löwdin charges please, in e? Sure, here they are: O -0.06; O -0.09; O 0.09; O 0.09; N 0.24; C -0.13; C -0.07; C -0.32; C -0.08; C -0.35; C -0.06; C -0.08; C 0.02; C -0.33; C 0.02; C -0.04; C -0.15; C -0.06; C -0.07; C -0.06; C -0.08; C -0.01; C -0.26; H 0.10; H 0.10; H 0.13; H 0.13; H 0.08; H 0.12; H 0.10; H 0.12; H 0.10; H 0.11; H 0.08; H 0.08; H 0.10; H 0.07; H 0.08; H 0.09; H 0.06; H 0.12; H 0.08



Stability ranking, top entry: A); the second entry is 0.0968 hartree less favorable.



A) The following is a quantum chemistry calculation of a 2-piece molecular cluster, C2H10NSi overall, from the Open Molecules 2025 dataset.

Geometry (Å):
Si -2.73446 0.24081 0.39679
N 0.13439 -0.16146 -1.13920
C 1.46771 -0.17574 0.99514
C 1.42930 0.19435 -0.51082
H 2.53534 -0.39048 1.21373
H -4.04026 0.40232 0.97253
H 0.07397 0.14465 -2.13707
H -3.17011 0.34538 -0.99303
H 0.96559 0.55095 1.68998
H -1.49801 0.16334 1.30305
H 2.23045 -0.39951 -1.07722
H 1.02102 -1.06018 1.03737
H -0.02449 -1.16287 -1.19182
H 1.60954 1.30842 -0.55944

Results
HOMO-LUMO gap ... 0.2193 hartree
Charge ... +1
2S+1 ... 1
Highest occupied orbital energy ... -13.4 eV
LUMO level ... -7.4 eV
Molecular weight ... 76.19 g/mol

Just the Löwdin charges please, in e? Sure, here they are: Si 1.15; N -0.08; C -0.11; C -0.32; H 0.09; H -0.11; H 0.09; H -0.07; H 0.08; H -0.04; H 0.13; H 0.00; H 0.06; H 0.12



B) The following is a quantum chemistry calculation of C2H10NSi as an isolated structure, from the Open Molecules 2025 dataset.

Geometry (Å):
Si -2.61678 0.17792 -0.00867
N 0.71196 0.09204 0.43550
C 2.14085 -0.01486 0.07804
C -0.28271 -0.09802 -0.69094
H -3.64650 0.42912 -1.03737
H 2.78537 0.21569 0.89269
H -0.13971 -1.08748 -1.05943
H 0.57024 1.05082 0.95109
H 0.62195 -0.76827 1.10782
H -2.74757 -1.23643 0.69292
H -0.17680 0.74875 -1.23690
H -2.23513 1.06342 0.95905
H 2.61055 0.53767 -0.75568
H 2.40427 -1.11037 -0.32812

Results
HOMO-LUMO gap ... 0.3875 hartree
Charge ... +1
2S+1 ... 1
Highest occupied orbital energy ... -14.2 eV
LUMO level ... -3.6 eV
Molecular weight ... 76.19 g/mol

Just the Löwdin charges please, in e? Sure, here they are: Si 0.82; N -0.11; C -0.07; C -0.17; H -0.09; H 0.08; H 0.06; H 0.22; H 0.21; H -0.06; H 0.01; H -0.16; H 0.11; H 0.16



Stability ranking, top entry: B); the second entry is 0.0320 hartree less favorable.



A) The following is a quantum chemistry calculation of a 3-piece molecular cluster, C4H12O4 overall, from the Open Molecules 2025 dataset.

Geometry (Å):
O 1.90184 1.81376 1.31293
O -4.33384 0.59811 1.87184
O 3.40919 -0.96323 -1.15380
O -2.31824 0.65020 0.28859
C 1.06018 -0.93400 -0.43927
C -0.18211 -0.02844 -0.74355
C 2.21253 -0.56227 -1.41741
C -1.27497 -0.21957 0.39353
H 1.62413 -0.72072 0.53141
H 0.27567 1.02842 -0.74854
H 1.95196 -1.00183 -2.43554
H -3.25562 0.55920 1.03505
H 2.72237 1.24876 1.12550
H -1.75033 -1.22170 0.40361
H 1.11679 1.08678 1.10924
H 2.28146 0.52899 -1.59887
H -0.72777 -0.27189 -1.65958
H -0.63244 -0.04987 1.35803
H 0.83602 -2.08090 -0.43082
H -4.91681 0.54020 1.19765

Results
HOMO-LUMO gap ... 0.2360 hartree
Charge ... -2
2S+1 ... 1
Highest occupied orbital energy ... 0.2 eV
LUMO level ... 6.6 eV
Molecular weight ... 124.14 g/mol

Just the Löwdin charges please, in e? Sure, here they are: O -0.19; O -0.39; O -0.37; O -0.25; C -0.24; C -0.22; C -0.67; C -0.41; H 0.08; H 0.11; H 0.07; H 0.04; H 0.05; H 0.10; H 0.07; H 0.07; H 0.09; H 0.10; H 0.12; H -0.18



B) The following is a quantum chemistry calculation of a 3-piece molecular cluster, C4H12O4 overall, from the Open Molecules 2025 dataset.

Geometry (Å):
O -4.35711 -1.52612 0.94237
O -2.95191 -3.56638 0.52955
O 4.59788 0.95965 -0.27439
O -1.46834 1.71554 -0.43908
C -0.38040 1.04373 0.25079
C 2.18615 1.34061 -0.14338
C 3.41486 0.35140 -0.18180
C 0.83006 0.75849 -0.64195
H 2.54379 2.14723 -0.78935
H -3.04623 -3.48322 -0.43614
H 0.59431 1.09465 -1.64605
H 3.28839 -0.29374 0.72865
H -2.08486 1.03581 -0.72895
H -0.06484 1.79035 0.98355
H 1.02716 -0.32148 -0.73612
H -0.80340 0.19526 0.78268
H -3.37764 -2.60833 0.79553
H 2.02920 1.73013 0.86659
H -5.13551 -2.04826 1.19144
H 3.15843 -0.31533 -1.05393

Results
HOMO-LUMO gap ... 0.2407 hartree
Charge ... -2
2S+1 ... 1
Highest occupied orbital energy ... -0.4 eV
LUMO level ... 6.2 eV
Molecular weight ... 124.14 g/mol

Just the Löwdin charges please, in e? Sure, here they are: O -0.52; O -0.27; O -0.39; O -0.11; C -0.25; C -0.22; C -0.59; C -0.20; H 0.08; H -0.03; H 0.09; H 0.07; H 0.07; H 0.09; H 0.09; H 0.11; H -0.05; H 0.08; H -0.13; H 0.07



Stability ranking, top entry: B); the second entry is 0.0456 hartree less favorable.